Molecular formula: C3H16O4S
Method: DFT, ωB97M-V with the def2-TZVPD basis set

## Properties
Total charge: 0
SMILES string: CCCS.O.O.O.O
Energy in eV: -22394.8071

XYZ file:
```
24
Properties=species:S:1:pos:R:3:forces:R:3
C 1.78737 0.64198 0.60181 1.1 0.0 -1.8
C 0.79126 -0.17597 1.33583 -0.7 1.9 3.1
C 1.10366 -1.61151 1.12301 -1.4 -1.1 -0.9
S -0.34130 -2.79114 1.26053 -0.1 0.4 0.1
H 1.55833 1.66981 0.35086 -0.3 0.5 1.0
H 1.79091 0.25295 -0.47365 0.9 0.0 1.4
H 2.72194 0.58996 1.18661 0.2 0.1 -1.1
H 0.78080 0.15814 2.51261 0.1 -1.1 -2.7
H -0.16037 0.15787 0.99780 -1.2 -0.3 -0.3
H 1.84444 -1.93483 1.79914 1.0 -0.5 0.7
H 1.44986 -1.78656 0.07390 -0.3 0.1 0.9
H -1.13197 -2.24405 2.23983 0.8 0.0 -0.5
O 0.21949 -1.15931 -1.87604 2.1 -0.7 -2.1
H -0.51547 -1.59286 -1.45928 -0.6 -0.7 0.0
H 0.48469 -1.59462 -2.75364 -1.1 0.6 2.2
O -1.75965 1.87349 -0.00139 -3.6 -0.4 0.9
H -2.76968 1.82020 0.28923 3.4 0.1 -1.0
H -1.67943 1.40455 -0.87111 -0.1 0.4 0.5
O -0.00824 3.99965 -0.39638 -1.1 -0.4 0.0
H 0.50772 3.20360 -0.46898 1.0 -0.2 -0.1
H -0.85719 3.51014 -0.28921 0.1 0.8 0.1
O -0.90799 1.00078 -2.28425 -2.6 1.5 -0.5
H -0.08974 0.58060 -2.18783 1.9 -1.2 0.0
H -0.91663 1.61946 -3.01422 0.3 0.2 0.0
```
Positions in Å, forces in eV/Å.



Molecular formula: C3H16O5
Method: DFT, ωB97M-V with the def2-TZVPD basis set

## Properties
Total charge: 0
SMILES string: CCCO.O.O.O.O
Energy in eV: -13607.4536

XYZ file:
```
24
Properties=species:S:1:pos:R:3:forces:R:3
C -0.21363 -0.25333 2.85470 0.2 0.1 -0.5
C 0.24464 0.47312 1.53612 -1.8 -0.6 2.3
C -0.64450 1.69564 1.34538 -0.9 -0.9 -1.4
O -0.42613 2.16998 0.00690 1.4 0.2 0.2
H -0.81976 -1.13159 2.62276 -0.2 0.2 0.0
H 0.63871 -0.63175 3.39760 0.3 0.0 0.3
H -0.77999 0.40700 3.49493 -0.1 0.1 0.4
H 0.03792 -0.33670 0.83189 0.8 0.8 -0.8
H 1.24847 0.83316 1.70304 0.3 -0.5 -0.6
H -0.45165 2.45325 2.11429 0.0 0.0 -0.2
H -1.71976 1.43502 1.32046 0.4 -0.2 0.8
H -1.20975 2.57037 -0.33668 -0.7 0.5 -0.2
O -2.77225 -1.84095 -0.60349 -0.1 -0.1 0.3
H -3.18468 -0.98703 -0.75276 0.3 0.0 -0.3
H -1.96716 -1.94765 -1.14131 -0.3 0.0 0.2
O -0.43828 -2.61333 -1.85247 0.0 1.1 -0.4
H 0.36245 -3.11075 -1.70713 0.2 -0.4 0.2
H -0.06002 -1.73617 -2.09689 -0.1 -0.9 0.0
O 1.55565 -0.75163 -2.37171 -0.2 -0.1 -0.3
H 2.46509 -0.98148 -2.14671 -0.2 0.3 0.2
H 1.28770 0.00288 -1.83672 0.5 0.2 0.2
O 2.45754 1.57576 -0.22036 0.2 0.5 0.6
H 1.73884 2.21416 -0.13880 -0.6 0.0 -0.8
H 2.76705 1.65675 0.69207 0.6 -0.5 -0.2
```
Positions in Å, forces in eV/Å.



Molecular formula: C3H18O6
Method: DFT, ωB97M-V with the def2-TZVPD basis set

## Properties
Total charge: 0
Energy in eV: -15678.5956

XYZ file:
```
27
Properties=species:S:1:pos:R:3:forces:R:3
O 2.16733 -0.34400 1.97871 3.5 -1.9 4.6
H 1.57218 -0.08973 1.27346 0.0 0.0 0.3
H 2.86713 0.30840 1.94911 0.2 0.0 0.2
O 1.04663 0.14683 0.25227 3.7 2.0 -3.9
H 1.48593 -0.26925 -0.48944 -0.8 2.0 0.2
H 0.15317 -0.19552 0.22486 3.4 -0.9 -0.3
O 2.03527 2.33946 0.13508 1.0 1.6 -0.3
H 2.18353 2.65508 1.02650 -0.1 0.2 0.1
H 1.48364 1.56473 0.24344 0.5 -0.1 -0.3
O 2.20410 -0.76211 -1.19012 4.7 -3.8 -4.7
H 2.32448 -1.11852 -2.07030 0.1 0.1 -0.6
H 2.28497 -1.52007 -0.61115 0.7 -0.6 0.5
O -0.01872 1.45180 1.72010 -1.0 3.3 3.4
H -0.60708 0.79481 2.09218 1.2 0.9 1.5
H 0.20651 1.10976 0.85493 0.3 1.4 0.6
C -2.99235 -0.45951 -0.16831 0.0 -0.5 -0.8
C -1.52933 -0.85108 -0.36561 -1.7 -0.6 -2.5
C -0.92009 -0.57469 -1.78495 -0.2 0.4 1.1
O -0.81323 -0.06994 0.53146 -14.4 -3.2 1.2
H -3.15424 0.61578 -0.24353 0.2 0.1 0.2
H -3.26364 -0.85644 0.80993 -0.4 0.2 0.1
H -3.63895 -0.90038 -0.92702 0.0 -0.2 0.1
H -1.44030 -1.90834 -0.11588 0.2 -0.2 0.0
H -1.48667 -1.00877 -2.60876 0.1 -0.1 0.2
H 0.13618 -0.84336 -1.79905 -0.5 -0.6 -0.3
H -0.85203 0.50773 -1.89368 -0.4 0.2 -0.2
H -1.43441 0.27732 1.17577 -0.4 0.0 -0.4
```
Positions in Å, forces in eV/Å.